No. 1
6 unconnected molecules or ions with the total composition C38H73Cl4FN3O7S2 at a distorted geometry. Source: OMol25; level of theory: ωB97M-V/def2-TZVPD.

Each atom is followed by the atoms it is bonded to, with distances in Å.
Atoms and positions in Å:
1 C 5.883 -1.935 -0.563  C2 1.660, H36 1.179, H37 1.173, H38 1.190
2 C 5.781 -3.587 -0.690  C1 1.660, C3 1.647, H39 1.170, H40 1.194
3 C 4.304 -4.101 -1.209  C2 1.647, C4 1.659, H41 1.177, H42 1.174
4 C 4.117 -4.024 -2.855  C3 1.659, C5 1.640, H43 1.191, H44 1.172
5 C 2.675 -4.725 -3.202  C4 1.640, C6 1.640, H45 1.187, H46 1.172
6 C 1.713 -3.865 -4.214  C5 1.640, C7 1.654, H47 1.190, H48 1.187
7 C 1.386 -2.378 -3.568  C6 1.654, C8 1.674, H49 1.171, H50 1.189
8 C -0.079 -2.396 -2.759  C7 1.674, N9 1.511, H51 1.168, H52 1.194
9 N -0.265 -1.217 -1.833  C8 1.511, C10 1.503, C29 1.548, H53 1.065
10 C -0.524 -1.400 -0.363  N9 1.503, S11 1.914, C12 1.619, C16 1.673
11 S 1.255 -1.285 0.333  C10 1.914, H54 1.425
12 C -1.007 -2.801 0.289  C10 1.619, C13 1.629, H55 1.189, H56 1.184
13 C -2.513 -3.314 -0.060  C12 1.629, C14 1.659, O15 1.469, H57 1.195
14 C -2.613 -4.332 -1.366  C13 1.659, H58 1.193, H59 1.194, H60 1.171
15 O -3.532 -2.268 -0.216  C13 1.469, H61 1.022
16 C -1.216 0.037 0.143  C10 1.673, N17 1.511, C20 1.666, H62 1.195
17 N -2.157 0.007 1.324  C16 1.511, C18 1.401
18 C -1.536 0.582 2.440  N17 1.401, S19 1.734
19 S -1.172 1.669 3.742  C18 1.734
20 C -1.529 1.070 -1.126  C16 1.666, N21 1.513, C24 1.632, C29 1.677
21 N -0.564 2.192 -0.810  C20 1.513, C22 1.372
22 C -1.095 3.118 0.052  N21 1.372, O23 1.343
23 O -1.654 3.972 0.924  C22 1.343
24 C -3.061 1.530 -1.444  C20 1.632, Cl25 1.891, C26 1.519
25 Cl -4.617 0.768 -0.687  C24 1.891
26 C -3.374 2.657 -2.415  C24 1.519, C27 1.631, Cl28 1.893
27 C -2.265 3.559 -3.200  C26 1.631, H63 1.185, H64 1.194, H65 1.164
28 Cl -5.174 3.117 -2.775  C26 1.893
29 C -1.116 -0.023 -2.329  N9 1.548, C20 1.677, F30 1.475, C31 1.626
30 F -2.414 -0.702 -2.501  C29 1.475
31 C -0.261 0.583 -3.572  C29 1.626, Cl32 1.896, C33 1.518
32 Cl 1.398 1.471 -3.341  C31 1.896
33 C -0.674 0.560 -5.033  C31 1.518, C34 1.673, Cl35 1.841
34 C 0.277 1.243 -6.228  C33 1.673, H66 1.183, H67 1.171, H68 1.194
35 Cl -2.267 -0.176 -5.590  C33 1.841
36 H 5.288 -1.615 0.404  C1 1.179
37 H 5.475 -1.464 -1.556  C1 1.173
38 H 7.033 -1.694 -0.370  C1 1.190
39 H 6.641 -4.020 -1.355  C2 1.170
40 H 5.892 -3.996 0.425  C2 1.194
41 H 4.195 -5.238 -0.923  C3 1.177
42 H 3.479 -3.512 -0.619  C3 1.174
43 H 5.020 -4.584 -3.393  C4 1.191
44 H 4.205 -2.896 -3.161  C4 1.172
45 H 2.044 -4.923 -2.216  C5 1.187
46 H 2.901 -5.769 -3.683  C5 1.172
47 H 0.669 -4.424 -4.337  C6 1.190
48 H 2.167 -3.717 -5.300  C6 1.187
49 H 2.257 -1.932 -2.924  C7 1.171
50 H 1.204 -1.661 -4.499  C7 1.189
51 H -0.125 -3.449 -2.256  C8 1.168
52 H -0.891 -2.418 -3.633  C8 1.194
53 H 0.720 -0.810 -1.826  N9 1.065
54 H 1.169 -1.555 1.730  S11 1.425
55 H -0.256 -3.651 -0.065  C12 1.189
56 H -0.894 -2.742 1.467  C12 1.184
57 H -2.867 -3.978 0.868  C13 1.195
58 H -1.591 -4.913 -1.563  C14 1.193
59 H -3.386 -5.188 -1.059  C14 1.194
60 H -3.051 -3.828 -2.328  C14 1.171
61 H -4.406 -2.659 -0.573  O15 1.022
62 H -0.254 0.533 0.649  C16 1.195
63 H -2.686 3.764 -4.288  C27 1.185
64 H -2.256 4.627 -2.667  C27 1.194
65 H -1.166 3.176 -3.172  C27 1.164
66 H 1.309 0.680 -6.353  C34 1.183
67 H -0.341 1.332 -7.220  C34 1.171
68 H 0.495 2.365 -5.884  C34 1.194
69 C -7.007 4.141 0.665  C70 1.520, H73 1.096, H74 1.095, H75 1.094
70 C -6.231 4.232 1.969  C69 1.520, C71 1.520, O72 1.425, H76 1.095
71 C -4.793 4.664 1.729  C70 1.520, H77 1.096, H78 1.095, H79 1.094
72 O -6.242 2.962 2.615  C70 1.425, H80 0.972
73 H -6.560 3.399 -0.006  C69 1.096
74 H -8.037 3.818 0.852  C69 1.095
75 H -7.031 5.107 0.151  C69 1.094
76 H -6.722 4.946 2.640  C70 1.095
77 H -4.267 3.940 1.096  C71 1.096
78 H -4.243 4.713 2.675  C71 1.095
79 H -4.750 5.645 1.247  C71 1.094
80 H -5.808 2.322 2.026  O72 0.972
81 C -6.630 7.447 -2.347  C82 1.520, H85 1.096, H86 1.095, H87 1.094
82 C -8.005 8.004 -2.680  C81 1.520, C83 1.520, O84 1.425, H88 1.095
83 C -9.034 7.600 -1.636  C82 1.520, H89 1.096, H90 1.095, H91 1.094
84 O -8.414 7.520 -3.957  C82 1.425, H92 0.972
85 H -6.646 6.352 -2.322  C81 1.096
86 H -5.903 7.735 -3.114  C81 1.095
87 H -6.280 7.813 -1.377  C81 1.094
88 H -7.955 9.096 -2.744  C82 1.095
89 H -9.135 6.510 -1.586  C83 1.096
90 H -10.021 7.997 -1.895  C83 1.095
91 H -8.756 7.971 -0.644  C83 1.094
92 H -8.462 6.551 -3.909  O84 0.972
93 C 1.585 -2.442 5.190  C94 1.520, H97 1.096, H98 1.095, H99 1.094
94 C 0.210 -1.885 4.857  C93 1.520, C95 1.520, O96 1.425, H100 1.095
95 C -0.819 -2.289 5.901  C94 1.520, H101 1.096, H102 1.095, H103 1.094
96 O -0.199 -2.369 3.580  C94 1.425, H104 0.972
97 H 1.569 -3.537 5.215  C93 1.096
98 H 2.313 -2.154 4.424  C93 1.095
99 H 1.935 -2.075 6.160  C93 1.094
100 H 0.261 -0.793 4.793  C94 1.095
101 H -0.920 -3.379 5.951  C95 1.096
102 H -1.806 -1.892 5.642  C95 1.095
103 H -0.541 -1.918 6.893  C95 1.094
104 H -0.246 -3.338 3.628  O96 0.972
105 C 10.553 -5.581 0.860  C106 1.520, H109 1.096, H110 1.095, H111 1.094
106 C 9.182 -5.526 0.204  C105 1.520, C107 1.520, O108 1.425, H112 1.095
107 C 8.834 -6.847 -0.464  C106 1.520, H113 1.096, H114 1.095, H115 1.094
108 O 9.166 -4.485 -0.770  C106 1.425, H116 0.972
109 H 11.334 -5.778 0.118  C105 1.096
110 H 10.795 -4.620 1.326  C105 1.095
111 H 10.593 -6.362 1.625  C105 1.094
112 H 8.424 -5.283 0.956  C106 1.095
113 H 9.555 -7.089 -1.253  C107 1.096
114 H 7.850 -6.788 -0.942  C107 1.095
115 H 8.822 -7.665 0.262  C107 1.094
116 H 9.836 -4.693 -1.442  O108 0.972
117 C 1.154 3.950 6.602  C118 1.520, H121 1.096, H122 1.095, H123 1.094
118 C 2.541 3.331 6.541  C117 1.520, C119 1.520, O120 1.425, H124 1.095
119 C 3.537 4.267 5.874  C118 1.520, H125 1.096, H126 1.095, H127 1.094
120 O 2.481 2.108 5.811  C118 1.425, H128 0.972
121 H 0.772 4.156 5.595  C117 1.096
122 H 0.445 3.260 7.073  C117 1.095
123 H 1.163 4.885 7.170  C117 1.094
124 H 2.883 3.092 7.554  C118 1.095
125 H 3.240 4.484 4.842  C119 1.096
126 H 4.528 3.803 5.826  C119 1.095
127 H 3.618 5.211 6.421  C119 1.094
128 H 2.179 2.310 4.910  O120 0.972

Multiplicity ... 1
Charge ... +1
Gap between HOMO and LUMO ... 8.20 eV
Energy ... -133846.598 eV

No. 2
8 unconnected molecules or ions with the total composition C38H73F8N12O4PS2 at a distorted geometry. Source: OMol25; level of theory: ωB97M-V/def2-TZVPD.

Each atom is followed by the atoms it is bonded to, with distances in Å.
Atoms and positions in Å:
1 C -6.615 0.590 5.629  C2 1.590, H9 1.090, H10 1.090, H11 1.090
2 C -5.844 1.976 5.510  C1 1.590, N3 1.501, H12 1.090, H13 1.090
3 N -4.472 1.814 4.923  C2 1.501, C4 1.376, C7 1.357
4 C -4.132 2.091 3.619  N3 1.376, C5 1.465, H14 1.080
5 C -2.700 1.808 3.491  C4 1.465, N6 1.368, H15 1.080
6 N -2.261 1.455 4.738  C5 1.368, C7 1.349, C8 1.433
7 C -3.342 1.389 5.541  N3 1.357, N6 1.349, H16 1.080
8 C -0.896 1.223 5.106  N6 1.433, H17 1.090, H18 1.090, H19 1.090
9 H -6.667 -0.038 4.740  C1 1.090
10 H -7.655 0.770 5.904  C1 1.090
11 H -6.128 -0.027 6.384  C1 1.090
12 H -5.834 2.478 6.477  C2 1.090
13 H -6.405 2.564 4.783  C2 1.090
14 H -4.903 2.400 2.929  C4 1.080
15 H -2.006 1.859 2.665  C5 1.080
16 H -3.288 1.097 6.580  C7 1.080
17 H -0.492 0.261 4.790  C8 1.090
18 H -0.683 1.207 6.174  C8 1.090
19 H -0.334 2.039 4.652  C8 1.090
20 C 2.705 4.554 -2.761  C21 1.591, H28 1.090, H29 1.090, H30 1.090
21 C 1.660 3.388 -2.479  C20 1.591, N22 1.420, H31 1.090, H32 1.090
22 N 0.325 3.865 -2.404  C21 1.420, C23 1.388, C26 1.393
23 C -0.310 4.831 -3.173  N22 1.388, C24 1.401, H33 1.080
24 C -1.659 4.969 -2.820  C23 1.401, N25 1.377, H34 1.080
25 N -1.969 3.923 -1.981  C24 1.377, C26 1.375, C27 1.468
26 C -0.771 3.281 -1.773  N22 1.393, N25 1.375, H35 1.080
27 C -3.151 3.561 -1.189  N25 1.468, H36 1.090, H37 1.090, H38 1.090
28 H 2.728 5.221 -1.899  C20 1.090
29 H 2.558 5.193 -3.632  C20 1.090
30 H 3.669 4.112 -3.013  C20 1.090
31 H 1.795 2.717 -1.631  C21 1.090
32 H 1.681 2.722 -3.342  C21 1.090
33 H 0.220 5.528 -3.806  C23 1.080
34 H -2.428 5.632 -3.189  C24 1.080
35 H -0.533 2.410 -1.179  C26 1.080
36 H -2.901 3.167 -0.204  C27 1.090
37 H -3.585 2.688 -1.678  C27 1.090
38 H -3.840 4.400 -1.089  C27 1.090
39 C -4.383 0.959 -3.651  C40 1.538, H47 1.090, H48 1.090, H49 1.090
40 C -5.736 1.641 -3.389  C39 1.538, N41 1.469, H50 1.090, H51 1.090
41 N -6.914 0.832 -3.046  C40 1.469, C42 1.397, C45 1.353
42 C -8.222 1.317 -3.112  N41 1.397, C43 1.370, H52 1.080
43 C -9.122 0.285 -3.149  C42 1.370, N44 1.396, H53 1.080
44 N -8.387 -0.891 -2.993  C43 1.396, C45 1.404, C46 1.532
45 C -7.039 -0.515 -3.109  N41 1.353, N44 1.404, H54 1.080
46 C -8.803 -2.359 -2.854  N44 1.532, H55 1.090, H56 1.090, H57 1.090
47 H -3.587 1.642 -3.949  C39 1.090
48 H -4.599 0.342 -4.524  C39 1.090
49 H -4.038 0.373 -2.799  C39 1.090
50 H -6.011 2.329 -4.188  C40 1.090
51 H -5.600 2.296 -2.528  C40 1.090
52 H -8.383 2.373 -3.270  C42 1.080
53 H -10.189 0.121 -3.190  C43 1.080
54 H -6.221 -1.216 -3.182  C45 1.080
55 H -8.678 -2.829 -1.878  C46 1.090
56 H -8.296 -2.863 -3.677  C46 1.090
57 H -9.866 -2.380 -3.094  C46 1.090
58 C -1.443 1.490 -5.660  C59 1.580, H66 1.090, H67 1.090, H68 1.090
59 C -1.082 0.008 -5.248  C58 1.580, N60 1.412, H69 1.090, H70 1.090
60 N 0.248 -0.104 -4.787  C59 1.412, C61 1.366, C64 1.408
61 C 1.363 0.124 -5.542  N60 1.366, C62 1.391, H71 1.080
62 C 2.465 -0.217 -4.764  C61 1.391, N63 1.388, H72 1.080
63 N 2.016 -0.514 -3.485  C62 1.388, C64 1.376, C65 1.419
64 C 0.640 -0.479 -3.488  N60 1.408, N63 1.376, H73 1.080
65 C 2.744 -0.856 -2.317  N63 1.419, H74 1.090, H75 1.090, H76 1.090
66 H -0.720 1.870 -6.381  C58 1.090
67 H -1.600 2.190 -4.839  C58 1.090
68 H -2.369 1.621 -6.220  C58 1.090
69 H -1.325 -0.723 -6.020  C59 1.090
70 H -1.782 -0.113 -4.421  C59 1.090
71 H 1.286 0.427 -6.576  C61 1.080
72 H 3.492 -0.345 -5.072  C62 1.080
73 H -0.019 -0.668 -2.653  C64 1.080
74 H 3.778 -1.116 -2.546  C65 1.090
75 H 2.162 -1.630 -1.818  C65 1.090
76 H 2.616 0.017 -1.677  C65 1.090
77 C 3.591 -2.678 6.086  C78 1.594, H85 1.090, H86 1.090, H87 1.090
78 C 2.141 -3.332 6.196  C77 1.594, N79 1.461, H88 1.090, H89 1.090
79 N 1.658 -3.854 4.919  C78 1.461, C80 1.386, C83 1.320
80 C 2.448 -4.621 4.078  N79 1.386, C81 1.393, H90 1.080
81 C 1.659 -4.893 2.963  C80 1.393, N82 1.400, H91 1.080
82 N 0.523 -4.083 3.072  C81 1.400, C83 1.393, C84 1.440
83 C 0.584 -3.414 4.292  N79 1.320, N82 1.393, H92 1.080
84 C -0.616 -4.098 2.192  N82 1.440, H93 1.090, H94 1.090, H95 1.090
85 H 3.637 -2.029 5.212  C77 1.090
86 H 4.493 -3.283 5.991  C77 1.090
87 H 3.727 -2.065 6.977  C77 1.090
88 H 1.405 -2.605 6.537  C78 1.090
89 H 2.156 -4.186 6.873  C78 1.090
90 H 3.493 -4.814 4.275  C80 1.080
91 H 1.857 -5.472 2.073  C81 1.080
92 H -0.232 -2.822 4.681  C83 1.080
93 H -0.373 -3.729 1.196  C84 1.090
94 H -1.300 -3.310 2.509  C84 1.090
95 H -1.058 -5.092 2.125  C84 1.090
96 C 5.612 3.201 -0.816  C97 1.546, H105 1.090, H106 1.090, H107 1.090
97 C 5.679 2.079 0.246  C96 1.546, C98 1.550, H108 1.090, H109 1.090
98 C 6.178 0.706 -0.273  C97 1.550, N99 1.595, H110 1.090, H111 1.090
99 N 6.254 -0.407 0.866  C98 1.595, C100 1.478, C101 1.560, C104 1.517
100 C 7.353 -0.078 1.799  N99 1.478, H112 1.090, H113 1.090, H114 1.090
101 C 4.888 -0.484 1.616  N99 1.560, C102 1.508, H115 1.090, H116 1.090
102 C 4.681 -1.967 1.792  C101 1.508, C103 1.450, H117 1.090, H118 1.090
103 C 5.893 -2.694 1.467  C102 1.450, C104 1.547, H119 1.090, H120 1.090
104 C 6.503 -1.812 0.352  N99 1.517, C103 1.547, H121 1.090, H122 1.090
105 H 4.740 2.961 -1.425  C96 1.090
106 H 6.407 3.234 -1.560  C96 1.090
107 H 5.304 4.165 -0.411  C96 1.090
108 H 4.697 1.946 0.700  C97 1.090
109 H 6.347 2.492 1.002  C97 1.090
110 H 7.160 0.942 -0.683  C98 1.090
111 H 5.598 0.218 -1.057  C98 1.090
112 H 7.136 0.878 2.277  C100 1.090
113 H 8.200 0.051 1.125  C100 1.090
114 H 7.613 -0.888 2.480  C100 1.090
115 H 4.826 0.050 2.564  C101 1.090
116 H 4.159 -0.046 0.934  C101 1.090
117 H 4.324 -2.074 2.816  C102 1.090
118 H 3.950 -2.252 1.035  C102 1.090
119 H 6.549 -2.671 2.337  C103 1.090
120 H 5.761 -3.676 1.014  C103 1.090
121 H 7.582 -1.956 0.292  C104 1.090
122 H 5.950 -1.881 -0.585  C104 1.090
123 N 0.134 0.310 -0.493  S124 1.687, S128 1.406
124 S -1.390 -0.187 0.033  N123 1.687, O125 1.395, O126 1.442, F127 1.610, S128 2.332
125 O -2.156 0.856 0.554  S124 1.395
126 O -1.560 -1.524 0.545  S124 1.442
127 F -1.997 -0.366 -1.448  S124 1.610
128 S 0.859 -0.093 0.643  N123 1.406, S124 2.332, O129 1.468, O130 1.471, F131 1.552
129 O 1.603 -1.357 0.585  S128 1.468
130 O 0.505 0.465 1.957  S128 1.471
131 F 2.098 0.779 0.309  S128 1.552
132 P 1.881 -4.870 -1.611  F133 1.647, F134 1.713, F135 1.666, F136 1.639, F137 1.654, F138 1.678
133 F 2.070 -3.849 -0.333  P132 1.647
134 F 2.231 -3.745 -2.854  P132 1.713
135 F 3.450 -5.414 -1.473  P132 1.666
136 F 1.467 -5.977 -2.746  P132 1.639
137 F 1.441 -5.914 -0.406  P132 1.654
138 F 0.298 -4.326 -1.713  P132 1.678

Multiplicity ... 1
Charge ... +4
Gap between HOMO and LUMO ... 9.00 eV
Energy ... -119327.671 eV